{
  "formula": "C3H8O6P2",
  "method": "ωB97M-V with the def2-TZVPD basis set",
  "species": ["C", "C", "C", "O", "O", "O", "O", "O", "O", "P", "P", "H", "H", "H", "H", "H", "H", "H", "H"],
  "coordinates": [[-1.630819, 0.866166, 0.740775], [-0.847045, 0.020330, -0.304580], [0.360655, -0.587554, 0.241331], [2.737708, -0.132369, -0.909377], [2.601093, 0.396423, 1.643839], [1.224046, 1.811198, -0.014546], [-2.558472, 1.663676, 0.164459], [-0.628238, 0.928216, -1.395607], [0.257233, -2.301528, -1.626218], [-0.072308, -1.591448, 1.599874], [2.000737, 0.464243, 0.267056], [-0.781241, 1.410512, 1.348436], [-2.220458, 0.177644, 1.560547], [-1.521479, -0.765038, -0.660310], [-2.094012, 1.844150, -0.665807], [0.253856, 1.306291, -1.020885], [0.690298, -2.087367, -0.775522], [1.140705, -1.537673, 2.172230], [1.087736, -1.885880, -2.365701]],
  "atomic_forces_ev_per_a": [[1.5, -2.2, 4.7], [-2.0, 0.4, -1.6], [0.1, 0.3, 4.2], [0.3, 0.1, 0.0], [0.1, -0.2, -0.2], [1.3, -1.1, 0.0], [-1.0, 1.2, -0.9], [0.1, -0.7, 0.2], [4.1, 1.2, -4.2], [-0.7, 0.3, -1.8], [-1.4, 0.7, -0.5], [-1.6, -0.6, -1.0], [1.5, 1.3, -2.0], [-0.1, 0.0, -0.2], [0.0, 0.4, -0.8], [0.0, 1.0, -0.3], [0.0, -0.2, -0.3], [1.8, -0.2, 0.8], [-3.8, -1.7, 3.7]],
  "mulliken_charge": [-0.5180, -0.1528, -0.2079, -0.7761, -0.7744, -0.7745, -0.5612, -0.7872, -0.7187, -0.0881, 0.8378, 0.2294, 0.1789, 0.4511, 0.4136, 0.4883, 0.4708, -0.0760, 0.3649],
  "e_homo_ha": -0.0322,
  "max_force_ev_per_a": 5.95,
  "e_above_lowest_kcal_mol": 75.3,
  "charge": -2
}

***

{
  "formula": "C12H48N6O12",
  "method": "ωB97M-V with the def2-TZVPD basis set",
  "species": ["N", "C", "N", "O", "H", "H", "H", "H", "N", "C", "N", "O", "H", "H", "H", "H", "N", "C", "N", "O", "H", "H", "H", "H", "C", "O", "H", "H", "H", "H", "C", "O", "H", "H", "H", "H", "C", "O", "H", "H", "H", "H", "C", "O", "H", "H", "H", "H", "C", "O", "H", "H", "H", "H", "C", "O", "H", "H", "H", "H", "C", "O", "H", "H", "H", "H", "C", "O", "H", "H", "H", "H", "C", "O", "H", "H", "H", "H"],
  "coordinates": [[1.850221, 4.406513, 2.584292], [0.527409, 4.235270, 2.197740], [-0.234766, 5.354485, 2.025055], [0.013303, 3.146978, 2.127436], [2.089218, 5.248493, 3.011809], [2.409250, 3.564045, 2.771360], [0.123225, 6.176841, 2.410377], [-1.277301, 5.331577, 2.005748], [-4.463612, -0.311869, -2.784269], [-3.953358, 0.521015, -3.704177], [-4.367138, 1.791548, -3.694458], [-3.044347, 0.163805, -4.482085], [-4.123968, -1.227183, -2.600026], [-5.135505, 0.027815, -2.118714], [-5.353003, 1.860486, -3.379760], [-4.177100, 2.295818, -4.559435], [-1.189838, -0.773609, -1.730772], [-1.084455, -0.178721, -0.512096], [-0.212905, 0.795498, -0.429048], [-1.737791, -0.617832, 0.403918], [-0.856312, -0.349567, -2.596516], [-1.935923, -1.472144, -1.832097], [-0.127521, 1.127895, 0.511473], [0.618172, 0.753774, -0.971069], [3.168255, -1.238058, 1.883815], [2.188151, -1.051532, 0.841615], [4.214173, -0.972442, 1.571721], [2.746906, -0.616038, 2.706967], [3.187939, -2.322321, 2.126047], [2.158666, -1.823111, 0.291144], [2.285629, 2.129923, -3.291308], [1.135308, 1.352037, -3.250313], [3.094430, 1.493363, -3.662302], [2.100459, 2.905631, -4.037843], [2.527951, 2.554708, -2.328991], [0.414575, 1.828755, -3.616115], [4.773579, 2.094848, -0.124851], [3.396615, 1.919396, 0.149833], [5.458222, 2.257965, 0.755433], [5.285209, 1.206343, -0.529755], [5.002554, 2.893959, -0.816680], [3.302025, 1.332555, 0.920101], [-2.271311, -3.287612, -3.723278], [-3.093984, -3.294576, -2.558994], [-1.233679, -2.974510, -3.525505], [-2.238041, -4.289730, -4.164208], [-2.521591, -2.559057, -4.457084], [-2.531288, -3.610917, -1.842961], [-1.499068, -4.134915, 1.201952], [-1.294865, -3.314919, 0.116358], [-0.607720, -4.013343, 1.862481], [-2.454888, -3.803399, 1.727301], [-1.681678, -5.204702, 0.882227], [-1.631497, -2.421533, 0.304206], [1.268031, -3.126618, -1.827427], [1.420166, -3.365557, -0.438079], [1.032023, -3.958360, -2.395124], [0.574708, -2.293539, -1.973129], [2.243243, -2.685016, -2.108988], [0.515100, -3.504356, -0.112840], [4.876316, 1.783206, 3.640420], [3.505237, 1.997197, 3.268341], [5.383852, 2.767596, 3.411988], [4.949613, 1.605481, 4.710064], [5.446359, 0.950018, 3.167611], [2.858854, 1.486456, 3.813338], [-5.777273, -2.252507, 0.005928], [-4.418959, -2.494393, 0.263098], [-6.114655, -1.241130, 0.173408], [-5.901277, -2.750298, -0.997528], [-6.451722, -2.846078, 0.684189], [-3.945494, -1.677543, 0.484959], [-0.025902, 0.969196, 4.646336], [1.061431, 1.248275, 3.770738], [-0.921397, 0.593454, 4.085375], [0.234326, 0.108711, 5.278035], [-0.270257, 1.842088, 5.258304], [0.720679, 1.936012, 3.125285]],
  "atomic_forces_ev_per_a": [[-1.4, -1.3, -1.2], [0.7, 0.7, 1.6], [-1.3, 0.0, -0.5], [-0.5, -2.0, -0.7], [0.7, 1.3, 0.6], [-0.2, 0.5, -0.1], [0.5, 1.4, 0.3], [1.7, -0.6, 0.0], [-1.3, 0.5, 0.8], [3.3, -2.1, -1.5], [-2.5, 1.8, 0.2], [-0.9, 0.2, 0.7], [0.6, -0.7, -0.3], [0.0, 0.0, 0.0], [1.0, 0.5, -0.4], [0.0, -0.3, 0.4], [-0.5, -0.6, -1.3], [0.1, -1.5, -2.5], [0.5, 1.7, 1.0], [-1.8, -0.6, 2.4], [-0.2, 0.0, 0.6], [0.6, 0.6, 0.1], [0.4, 0.3, 0.3], [0.5, 0.2, -0.6], [-0.9, -0.4, -0.5], [0.9, 1.3, 0.9], [-0.9, 0.2, 0.3], [0.9, -0.6, -0.3], [0.0, 0.6, 0.4], [-0.2, -1.0, -0.5], [0.4, 0.4, -1.1], [-0.4, -1.7, 0.8], [0.1, 0.2, 0.2], [0.6, 0.3, 0.1], [0.2, 0.1, 0.3], [-0.9, 0.6, -0.4], [1.6, -0.9, 1.0], [0.6, 0.2, 0.0], [-1.1, 0.4, -0.2], [-0.7, -0.2, -0.4], [-0.6, 0.3, -0.2], [0.0, 0.3, -0.3], [1.3, -0.8, 0.2], [0.2, 0.7, -0.4], [-0.1, -0.4, 0.5], [0.0, 0.2, -0.1], [-1.2, 0.5, -0.4], [-0.2, 0.0, 0.4], [-1.3, -0.7, 1.8], [0.0, 0.3, -1.9], [-0.8, -0.6, 0.0], [1.2, -0.6, -0.3], [0.5, 1.1, 0.3], [0.2, 0.3, 0.0], [1.7, 3.2, 1.2], [-0.3, -0.7, 0.1], [-0.5, -1.8, -1.1], [-0.3, -0.4, -0.2], [-0.3, -0.6, -0.4], [0.0, 0.2, 0.2], [0.2, 1.2, 0.0], [0.5, -0.7, 0.1], [-0.3, -1.2, 0.2], [0.0, 0.1, 0.2], [-0.9, 0.4, -0.2], [0.4, 0.3, -0.5], [-0.7, -2.3, -0.4], [0.8, 0.6, 0.8], [0.1, 0.5, -0.7], [-0.7, 1.3, 0.6], [0.8, 0.3, -0.3], [-0.1, -0.2, -0.1], [-0.4, -0.9, -0.4], [-0.7, 0.5, -0.2], [0.6, 0.7, 0.3], [0.2, 0.4, 0.0], [-0.1, -0.2, 0.0], [0.4, -0.7, 0.4]],
  "mulliken_charge": [-0.2790, 0.6029, -0.4718, -0.6490, 0.2111, 0.2797, 0.1728, 0.2703, -0.1777, 0.6617, -0.4932, -0.6561, 0.0059, 0.1524, 0.2151, 0.2850, 0.4086, 0.7099, -0.1356, -0.7937, 0.2428, -0.6587, 0.0546, 0.1385, -0.5135, -0.2679, 0.1829, 0.0076, 0.3734, 0.3053, -0.5802, -0.4238, 0.2017, 0.3633, 0.1357, 0.2803, -0.7729, -0.1897, 0.2113, 0.3357, 0.3185, 0.0745, -0.5241, -0.4953, 0.0287, 0.3232, 0.3277, 0.2756, -0.6664, -0.1348, 0.2254, 0.2362, 0.2270, 0.1345, -0.2788, -0.6953, 0.3687, -0.1486, 0.3522, 0.4823, -0.7685, -0.4214, 0.2952, 0.3158, 0.2139, 0.3609, -0.6876, -0.3647, 0.2901, 0.2249, 0.2343, 0.2565, -0.7108, -0.4085, 0.2064, 0.2823, 0.2752, 0.2289],
  "smiles": "NC(N)=O.NC(N)=O.NC(N)=O.CO.CO.CO.CO.CO.CO.CO.CO.CO",
  "e_homo_ha": -0.3423,
  "max_force_ev_per_a": 4.21,
  "e_above_lowest_kcal_mol": 20.6
}

***

{
  "formula": "C2H2N3O2",
  "method": "ωB97M-V with the def2-TZVPD basis set",
  "species": ["N", "C", "C", "N", "N", "O", "O", "H", "H"],
  "coordinates": [[2.175626, 2.000860, -0.477011], [1.401137, 1.300235, 0.002670], [0.272618, 0.452165, 0.282982], [-0.167832, -0.300814, -0.842877], [-1.002235, -1.182852, -0.469630], [-1.354792, -1.309223, 0.729201], [-1.471049, -1.922662, -1.330893], [0.562773, -0.180344, 1.289632], [-0.416247, 1.142635, 0.815925]],
  "atomic_forces_ev_per_a": [[0.5, 0.2, 0.5], [0.3, 0.2, -1.7], [0.5, -0.9, 4.1], [1.3, 1.6, 0.0], [-0.9, -0.7, 0.5], [-0.2, 0.0, 0.6], [-0.6, -0.9, -1.0], [-0.4, 0.8, -2.4], [-0.5, -0.3, -0.7]],
  "mulliken_charge": [-0.4952, 0.4246, -0.2847, -0.7248, 1.1622, -0.7271, -0.7486, 0.2084, 0.1853],
  "smiles": "N#CCN=[N+]([O-])[O-]",
  "e_homo_ha": -0.1708,
  "max_force_ev_per_a": 4.22,
  "e_above_lowest_kcal_mol": 81.2,
  "charge": -1
}

***

{
  "formula": "C17H25BrN2",
  "method": "ωB97M-V with the def2-TZVPD basis set",
  "species": ["Br", "C", "C", "C", "C", "C", "C", "C", "N", "C", "C", "C", "N", "C", "C", "C", "C", "C", "C", "C", "H", "H", "H", "H", "H", "H", "H", "H", "H", "H", "H", "H", "H", "H", "H", "H", "H", "H", "H", "H", "H", "H", "H", "H", "H"],
  "coordinates": [[1.010140, -4.383806, 1.013189], [-0.329216, -3.190584, 1.680546], [-1.647160, -3.528921, 1.419859], [-2.668090, -2.736240, 1.909364], [-2.362492, -1.624591, 2.675868], [-1.041457, -1.301745, 2.924989], [0.010227, -2.060188, 2.415981], [1.436721, -1.622536, 2.673478], [2.008528, -0.637313, 1.780149], [1.449196, 0.692870, 1.788926], [0.273460, 0.915236, 0.822925], [0.680941, 0.539218, -0.602349], [-0.413939, 0.621971, -1.570880], [0.039806, 0.696597, -2.949280], [0.526383, 2.089925, -3.371538], [-0.572146, 3.121647, -3.132928], [-1.031869, 3.045560, -1.679906], [-1.456521, 1.606638, -1.357387], [1.184223, -0.911458, -0.563669], [2.336463, -1.053685, 0.435746], [-1.868721, -4.411980, 0.839940], [-3.694864, -2.996245, 1.703157], [-3.152204, -1.010547, 3.081921], [-0.808909, -0.439728, 3.533698], [1.485374, -1.197639, 3.682420], [2.098856, -2.492815, 2.646997], [1.144585, 0.942195, 2.807949], [2.259340, 1.378093, 1.506096], [-0.577666, 0.302528, 1.121923], [-0.012997, 1.966011, 0.884823], [1.524318, 1.191615, -0.893735], [0.833422, -0.034939, -3.105620], [-0.807561, 0.410079, -3.581578], [1.412184, 2.361149, -2.792560], [0.810152, 2.069367, -4.425163], [-0.209677, 4.125217, -3.368148], [-1.418940, 2.906922, -3.790061], [-0.213015, 3.345836, -1.022191], [-1.870631, 3.722870, -1.507950], [-1.827689, 1.532181, -0.335648], [-2.281671, 1.330687, -2.024499], [0.346352, -1.552292, -0.288021], [1.534103, -1.227548, -1.545992], [2.697074, -2.082522, 0.458962], [3.165584, -0.417092, 0.100195]],
  "atomic_forces_ev_per_a": [[-0.2, 0.1, 0.0], [0.1, -0.1, 0.0], [0.0, -0.1, -0.1], [0.0, 0.0, 0.0], [0.0, 0.1, 0.0], [0.0, -0.2, 0.0], [0.0, -0.2, 0.0], [0.2, 0.0, 0.1], [0.1, 0.0, 0.1], [-0.1, 0.1, 0.0], [0.2, 0.0, -0.1], [-0.1, -0.3, 0.1], [-0.1, 0.0, 0.1], [0.2, 0.0, -0.1], [-0.2, -0.1, 0.0], [0.3, 0.1, 0.2], [-0.2, -0.2, -0.2], [0.0, 0.3, 0.2], [0.3, 0.2, 0.1], [0.0, -0.1, -0.2], [0.0, -0.1, 0.0], [-0.1, 0.0, 0.0], [-0.1, 0.1, 0.0], [0.0, 0.1, 0.1], [0.0, -0.1, 0.0], [-0.1, 0.1, 0.1], [0.0, 0.0, 0.0], [-0.1, 0.1, 0.1], [0.0, 0.1, -0.1], [-0.1, 0.1, 0.0], [0.0, 0.0, 0.0], [-0.1, 0.0, -0.1], [0.1, 0.0, -0.1], [0.1, 0.0, 0.0], [0.1, 0.0, 0.0], [-0.1, 0.0, -0.1], [-0.1, 0.0, -0.1], [0.0, 0.1, 0.1], [0.0, 0.1, 0.1], [-0.1, 0.0, 0.0], [-0.1, 0.0, 0.1], [0.0, 0.0, 0.0], [0.0, 0.0, -0.1], [0.0, 0.0, 0.0], [0.0, -0.1, -0.1]],
  "mulliken_charge": [-0.1515, -0.0006, -0.4242, -0.6193, -0.6298, -0.2885, 1.3267, -1.9574, 0.3393, -1.5698, -0.2336, 0.4109, 0.1773, -0.9096, -0.4763, -0.8470, -0.4201, -1.0110, -0.4636, -1.1152, 0.4174, 0.3964, 0.4138, 0.3377, 0.4573, 0.5371, 0.3990, 0.4349, 0.0838, 0.5473, -0.1400, 0.3041, 0.4949, 0.2499, 0.3916, 0.3716, 0.3245, 0.2258, 0.3932, 0.3387, 0.5372, 0.0568, 0.4694, 0.4491, 0.3715],
  "smiles": "Brc1ccccc1CN1CCC(N2CCCCC2)CC1",
  "e_homo_ha": -0.2915,
  "max_force_ev_per_a": 0.38,
  "e_above_lowest_kcal_mol": 1.7
}